{
  "formula": "C39H88O30S5",
  "method": "ωB97M-V/def2-TZVPD",
  "elements": ["C", "C", "O", "S", "C", "O", "O", "H", "H", "H", "H", "H", "H", "H", "H", "C", "C", "O", "S", "C", "O", "O", "H", "H", "H", "H", "H", "H", "H", "H", "C", "C", "O", "S", "C", "O", "O", "H", "H", "H", "H", "H", "H", "H", "H", "C", "C", "O", "S", "C", "O", "O", "H", "H", "H", "H", "H", "H", "H", "H", "C", "C", "O", "S", "C", "O", "O", "H", "H", "H", "H", "H", "H", "H", "H", "C", "O", "C", "O", "O", "C", "H", "H", "H", "H", "H", "H", "C", "O", "C", "O", "O", "C", "H", "H", "H", "H", "H", "H", "C", "O", "C", "O", "O", "C", "H", "H", "H", "H", "H", "H", "C", "O", "C", "O", "O", "C", "H", "H", "H", "H", "H", "H", "C", "C", "C", "O", "C", "H", "H", "H", "H", "H", "H", "H", "H", "C", "C", "C", "O", "C", "H", "H", "H", "H", "H", "H", "H", "H", "C", "C", "C", "O", "C", "H", "H", "H", "H", "H", "H", "H", "H"],
  "positions_angstrom": [[3.99077, -4.34849, -4.70431], [2.71430, -3.67179, -5.34064], [1.62157, -4.47423, -4.72202], [0.04985, -4.13402, -5.25138], [-0.41154, -2.65949, -4.19387], [0.14763, -3.69038, -6.62085], [-0.76364, -5.26711, -4.82253], [4.92043, -3.86646, -5.00675], [4.09159, -5.40086, -4.96973], [3.97752, -4.29630, -3.61564], [2.60663, -2.66873, -4.92786], [2.73088, -3.60976, -6.42874], [-1.43430, -2.32948, -4.37594], [0.24936, -1.82953, -4.44381], [-0.44253, -2.92835, -3.13800], [1.74747, 4.41780, -1.03317], [2.19012, 4.60818, -2.50982], [3.44456, 3.86532, -2.70298], [4.87549, 4.70656, -2.39948], [4.99711, 5.32418, -4.09570], [4.73437, 5.84095, -1.50449], [5.93752, 3.70868, -2.22158], [1.04558, 3.58405, -1.05052], [1.24864, 5.29023, -0.61112], [2.61432, 4.18333, -0.41534], [1.58335, 4.04749, -3.22085], [2.23770, 5.65254, -2.81829], [4.83876, 4.47146, -4.75592], [6.00754, 5.69988, -4.25688], [4.24174, 6.10697, -4.16455], [1.09867, 3.14618, 2.88872], [1.52570, 2.47292, 4.16911], [0.40390, 1.80564, 4.73961], [0.15413, 1.96429, 6.31194], [-0.84359, 3.51005, 6.17272], [-0.66954, 0.90485, 6.84898], [1.42547, 2.17987, 6.96350], [0.21293, 3.77080, 3.00456], [0.75836, 2.45843, 2.11459], [1.78362, 3.87277, 2.45168], [2.47416, 1.94578, 4.06589], [1.74066, 3.36738, 4.75377], [-0.22848, 4.40130, 6.29692], [-1.42622, 3.49595, 7.09383], [-1.31335, 3.42170, 5.19312], [3.55443, 1.25192, 0.41608], [4.94368, 0.78175, 0.27797], [5.63455, 1.39957, -0.69699], [7.18735, 0.93055, -0.78765], [7.41913, 0.97525, -2.62031], [7.96823, 2.02737, -0.21022], [7.29021, -0.51555, -0.41110], [3.02226, 0.65303, 1.15516], [2.98143, 1.12754, -0.50278], [3.46458, 2.26562, 0.80650], [5.47167, 1.03889, 1.19623], [4.83813, -0.30282, 0.30345], [8.32907, 0.38057, -2.70068], [7.56037, 2.00145, -2.95954], [6.50042, 0.62691, -3.09225], [-7.17252, 0.68449, 4.45360], [-5.77838, 0.93491, 3.99208], [-4.95765, 0.12193, 4.84030], [-3.30887, 0.15729, 4.51969], [-2.61322, -0.96690, 5.87880], [-3.04647, -0.53280, 3.26338], [-2.81784, 1.52252, 4.72596], [-7.48487, -0.35925, 4.41976], [-7.87708, 1.25470, 3.84815], [-7.40162, 0.91851, 5.49323], [-5.71795, 0.60831, 2.95392], [-5.42420, 1.95635, 4.13109], [-1.55113, -1.05398, 5.64974], [-3.11003, -1.92980, 5.99759], [-2.48126, -0.41576, 6.80989], [-3.47029, 3.10186, 1.85187], [-4.20964, 4.16091, 2.42089], [-3.70645, 5.21327, 3.10411], [-2.51803, 5.37023, 3.36913], [-4.65710, 5.94996, 3.51736], [-4.34045, 7.01173, 4.31644], [-3.97699, 2.15137, 2.01893], [-2.49894, 2.86556, 2.28632], [-3.36300, 3.27462, 0.78101], [-3.77691, 7.78940, 3.80093], [-3.79019, 6.67584, 5.19536], [-5.32319, 7.44306, 4.50690], [-0.50298, -4.43922, 2.85554], [-0.95695, -5.77477, 2.96180], [-1.89115, -6.19503, 3.80139], [-2.40636, -5.47749, 4.64824], [-2.08022, -7.56260, 3.66962], [-3.05854, -8.14809, 4.40848], [-0.52478, -3.99991, 3.85285], [-1.17075, -3.89076, 2.19117], [0.52652, -4.31755, 2.51874], [-4.01108, -8.01449, 3.89573], [-3.26025, -7.83127, 5.43173], [-2.86689, -9.22111, 4.40779], [5.16703, -2.44836, -2.14391], [4.85310, -1.23512, -2.81380], [3.54238, -0.84618, -2.94395], [2.47750, -1.45376, -2.71509], [3.59440, 0.41051, -3.49762], [2.41172, 0.99132, -3.97186], [5.38136, -2.27997, -1.08854], [5.99882, -2.92388, -2.66361], [4.31539, -3.12459, -2.06963], [1.50778, 0.56626, -3.53560], [2.46658, 0.89401, -5.05612], [2.38226, 2.03141, -3.64716], [-5.18956, 1.01174, -1.35712], [-4.57906, -0.21795, -1.09425], [-5.22550, -1.01346, -0.24518], [-6.38412, -0.87958, 0.20015], [-4.37503, -1.98998, 0.12284], [-5.01351, -3.02390, 0.88459], [-4.41406, 1.77632, -1.31114], [-5.89913, 1.37116, -0.61186], [-5.60755, 1.18474, -2.34881], [-5.26999, -2.80925, 1.92201], [-4.22952, -3.77963, 0.93299], [-5.85195, -3.43034, 0.31898], [0.57210, -0.67264, -0.24394], [-0.52396, -0.89807, 0.75411], [-1.35082, 0.39221, 0.65601], [-0.59216, 1.29780, -0.09530], [0.18230, 0.52359, -1.03025], [0.81676, -1.49641, -0.91450], [1.40005, -0.33438, 0.37911], [-0.16992, -1.18221, 1.74507], [-1.23274, -1.70570, 0.57119], [-1.61229, 0.94822, 1.55633], [-2.30121, 0.13747, 0.18701], [0.96313, 1.19241, -1.39231], [-0.54971, 0.31824, -1.81134], [1.70053, -6.61165, -0.78831], [0.84934, -5.71559, -1.67560], [0.17008, -4.77100, -0.69620], [1.27038, -4.54523, 0.22192], [1.96396, -5.73195, 0.45783], [2.48277, -6.93408, -1.47552], [1.13084, -7.49977, -0.51480], [0.26154, -6.36149, -2.32783], [1.50377, -5.08733, -2.27984], [-0.69435, -5.09305, -0.11557], [-0.01466, -3.81599, -1.18806], [1.41941, -6.11548, 1.32066], [3.02171, -5.52631, 0.62206], [-2.11236, 3.46103, -5.01307], [-1.73866, 2.11616, -5.47540], [-1.64254, 1.23925, -4.27326], [-1.38480, 2.14235, -3.14761], [-1.67738, 3.50582, -3.51043], [-3.16106, 3.62691, -5.25967], [-1.73018, 4.33537, -5.53990], [-0.81174, 2.32054, -6.01125], [-2.44505, 1.64296, -6.15745], [-0.79659, 0.55189, -4.27367], [-2.58556, 0.76500, -4.00140], [-0.74027, 4.04727, -3.38103], [-2.37719, 4.02297, -2.85398]],
  "homo_lumo_gap_ev": 9.43,
  "smiles": "CCOS(C)(=O)=O.CCOS(C)(=O)=O.CCOS(C)(=O)=O.CCOS(C)(=O)=O.CCOS(C)(=O)=O.COC(=O)OC.COC(=O)OC.COC(=O)OC.COC(=O)OC.C1CCOC1.C1CCOC1.C1CCOC1",
  "spin_multiplicity": 1,
  "mol_weight_g_mol": 1197.438
}